DFT (ωB97M-V/def2-TZVPD) results for 2 unconnected molecules or ions with the total composition C10H16 at a distorted geometry.

```
26
Properties=species:S:1:pos:R:3:forces:R:3
C 1.0374 1.8747 -1.9497 2.2 0.2 0.1
C 0.0235 0.8210 -1.6495 0.7 0.6 1.2
C 0.4442 -0.5306 -1.6573 0.1 1.2 -0.2
C -0.4641 -1.5475 -1.5767 -1.1 0.6 0.6
C -1.7546 -1.1673 -1.1673 0.4 -0.4 -0.1
C -2.0883 0.1447 -0.9166 -0.9 0.7 0.8
C -1.2151 1.2102 -1.1455 0.5 -2.2 -0.6
H 0.7854 2.5505 -2.7583 -0.5 0.1 -0.1
H 1.9686 1.3990 -2.3079 -0.3 0.0 0.0
H 1.4305 2.5064 -1.1173 -0.9 -0.4 -0.2
H 1.5064 -0.6927 -1.5168 0.2 -0.2 -1.0
H -0.1870 -2.5712 -1.7428 0.1 -0.3 0.3
H -2.4496 -1.9041 -0.8179 -0.4 -0.5 -0.4
H -3.0591 0.3161 -0.4392 0.3 0.1 -0.2
H -1.3602 2.2114 -0.8036 -0.5 0.5 -0.3
C 0.2939 0.6922 3.2199 2.4 1.0 -0.2
C 1.4343 -0.3124 3.1176 0.7 -1.0 0.4
C 1.2265 -1.4138 1.9894 -1.5 2.7 1.8
H 0.3613 1.2794 2.2867 -1.2 -0.8 -0.3
H -0.6059 0.1386 3.4712 -0.4 0.9 0.0
H 0.6646 1.5429 3.8463 -1.0 -1.0 0.7
H 1.6627 -0.8628 4.0479 -0.8 0.3 0.1
H 2.3746 0.2299 3.0438 0.2 0.1 -0.7
H 1.3687 -2.3281 2.5374 0.5 -0.8 -0.9
H 1.8466 -1.0801 1.1679 0.1 -1.0 -0.4
H 0.1336 -1.2888 1.7621 1.0 -0.5 -0.4
```
Positions in Å, forces in eV/Å.

Calculated total energy: -10628.015 eV
LUMO energy: 0.955 eV
HOMO: -0.3250 Ha
Relative energy (zero: lowest compared OMol25 entry of this formula, charge and spin): 39.87 kcal per mole
Net charge: 0

Atomic partial charges in e from the natural (NBO) method, atoms 1 to 6: -0.64 -0.01 -0.21 -0.20 -0.23 -0.19

---

DFT (ωB97M-V/def2-TZVPD) results for 2 unconnected molecules or ions with the total composition C3H7N2O6S at a distorted geometry.

```
19
Properties=species:S:1:pos:R:3:forces:R:3
C -1.4181 1.4722 0.1483 0.6 4.4 0.7
C 1.6184 -1.9066 1.1442 -0.4 -2.9 1.7
C -1.8507 0.1625 -0.2953 -1.0 -2.4 -0.6
N -1.0692 -0.5005 -1.1282 2.1 1.4 0.1
N -3.0324 -0.1181 0.1176 -0.7 0.0 -0.4
O -0.3522 2.0101 -0.2068 -2.8 -0.9 1.3
O 1.9033 1.1436 0.7756 -1.7 1.0 1.0
O -2.4821 2.1051 0.7904 3.7 -0.2 -1.0
O 1.7434 -0.2526 -1.1642 0.6 0.3 -0.3
O 3.9391 0.7628 -0.3313 -2.1 -2.2 0.1
O 2.8271 -1.1569 0.8589 1.2 2.1 -1.3
S 2.6493 0.0805 -0.0738 1.6 0.9 -0.4
H 0.8203 -1.4502 0.6419 -1.2 0.5 -0.8
H 1.7340 -2.9860 0.7618 0.1 1.6 0.1
H -0.0629 -0.1747 -1.1750 -0.9 -0.7 -0.3
H -1.4037 -1.1710 -1.7747 -0.2 -0.7 -0.1
H 0.9878 1.5345 0.4815 2.0 -1.3 -0.1
H -3.0638 1.3081 0.8088 -1.2 -0.3 0.2
H -3.4877 -0.8628 -0.3794 0.0 -0.7 0.2
```
Positions in Å, forces in eV/Å.

Calculated total energy: -29323.260 eV
LUMO energy: 2.370 eV
HOMO: -0.0670 Ha
Net charge: -1

Atomic partial charges in e from the natural (NBO) method, atoms 1 to 6: 0.76 -0.67 0.33 -0.77 -0.76 -0.61

---

In the order shown, the computed orbital gap values come out to 9.80; 4.19 eV.